# 1
100
Properties=species:S:1:pos:R:3:forces:R:3:mulliken_charge:R:1 method="wB97M-V/def2-TZVPD" e_tot_ev=-110090.3402 gap_ev=5.72 spin_multiplicity=1
Ca 0.04246 -0.20722 -0.29082 0.0671 1.3015 0.6563 2.1762
C -0.22441 0.18282 -3.70836 0.1362 0.0054 0.0764 -0.9577
N 0.84547 0.02082 -2.70747 -0.0571 0.3311 -0.2823 0.9949
C 1.75298 -1.03270 -3.16576 -0.0362 0.0103 0.0836 -1.4228
C 1.56720 1.30029 -2.57958 0.2661 -0.1716 0.3190 -0.1177
C 2.61161 1.33630 -1.46062 -0.1270 -0.2387 0.1512 -1.4116
N 2.03505 0.87949 -0.19800 0.6462 0.7297 0.0742 0.0503
C 2.41304 1.39571 0.98506 0.1513 -0.2102 -0.2968 -0.1994
C 1.96537 0.74946 2.16912 -0.0118 -0.2628 -0.1300 0.3999
F 1.21478 -0.39555 2.02160 0.1903 0.2446 -0.0384 0.2300
C 2.23394 1.16229 3.44155 -0.0096 -0.0620 0.0813 -0.4375
F 1.71211 0.45306 4.46937 -0.0065 -0.0003 0.0114 -0.3645
C 3.01118 2.27603 3.69992 0.0398 0.0797 0.0835 -0.6669
C 3.50091 2.91988 2.57936 -0.0188 -0.0002 0.0235 0.1639
F 4.28281 4.00194 2.74210 0.0114 0.0506 0.0038 -0.3610
C 3.22660 2.51683 1.28862 0.0190 0.0085 0.0437 0.5439
F 3.76904 3.26290 0.29606 0.0229 0.0570 -0.0434 -0.3676
H -0.89231 0.99012 -3.40569 0.0324 0.0156 -0.0042 0.0345
H -0.79773 -0.73765 -3.78142 0.0038 -0.0438 0.0287 0.2665
H 0.19581 0.43778 -4.69203 0.0021 0.0188 0.0044 0.4234
H 2.26611 -0.72752 -4.08868 0.0001 -0.0008 -0.0254 0.4109
H 1.17529 -1.93362 -3.36570 -0.0079 -0.0041 0.0206 0.3629
H 2.50043 -1.24738 -2.40356 -0.0129 0.0148 -0.0050 0.2568
H 0.82452 2.06712 -2.36860 -0.0474 0.0498 -0.0531 -0.4838
H 2.06308 1.55784 -3.52705 -0.0558 0.0045 -0.0996 0.4636
H 2.99405 2.35380 -1.43959 0.0351 0.0468 -0.0150 0.5688
H 3.45708 0.69130 -1.73883 0.0339 0.0528 -0.0261 0.2861
H 3.23643 2.60980 4.70259 -0.0058 -0.0262 -0.0730 0.5239
O -6.27581 2.07881 -5.22366 0.0553 -0.1127 0.0314 -0.6125
N -5.08209 2.18601 -5.03587 0.0368 0.2641 0.1522 1.0008
O -4.29106 2.60908 -5.85604 -0.0083 -0.1431 -0.0498 -0.5984
C -4.55591 1.79276 -3.70762 0.1370 0.1545 -0.1711 -0.0525
C -5.26323 0.86753 -3.04574 -0.1981 -0.2340 0.0911 -0.8949
C -4.83416 0.39132 -1.76908 -0.0440 -0.0486 -0.0483 1.5776
C -5.58083 -0.55341 -1.04491 -0.0795 0.0128 -0.0960 -1.0336
C -5.13127 -0.95935 0.17963 -0.0309 -0.0561 0.0822 -1.1574
C -3.92698 -0.42243 0.65497 0.0988 0.0759 -0.0851 -0.3608
N -3.20532 0.45873 -0.00251 -0.0900 0.1038 -0.1318 0.6024
C -3.65217 0.88050 -1.20303 0.0727 0.0128 0.1255 -0.9001
C -2.90889 1.91883 -1.91171 0.0459 -0.0316 0.1347 -0.0370
N -1.82266 2.42659 -1.29248 -0.1169 -0.1602 -0.2651 0.2952
C -1.16785 3.40824 -1.87066 -0.0612 0.0271 0.1089 -0.8076
C -1.52548 3.93750 -3.11491 0.1086 0.0392 0.0147 -0.8021
C -2.61215 3.42108 -3.76495 -0.1031 0.0113 -0.0552 -1.0460
C -3.35368 2.38294 -3.16462 -0.0040 0.0517 -0.1298 1.3206
H -6.16714 0.47361 -3.49055 -0.0019 0.0036 0.0203 0.5613
H -6.50918 -0.93030 -1.45876 0.0476 -0.0178 -0.0020 0.4486
H -5.68667 -1.67107 0.77671 0.0454 0.0052 -0.0192 0.4951
H -3.53781 -0.71754 1.62532 -0.0089 -0.0008 -0.0533 0.3092
H -0.32389 3.80922 -1.31518 0.0258 -0.0516 -0.0510 0.5537
H -0.94065 4.73211 -3.55916 -0.0348 0.0076 0.0384 0.4776
H -2.90437 3.80747 -4.72761 0.0150 -0.0137 0.0190 0.5325
N 1.59275 -2.34152 -0.10159 -0.4204 -0.3702 -0.0272 -0.1076
C 1.37746 -3.62270 -0.80948 -0.0613 0.1933 0.0547 -1.0434
C -0.11493 -3.93051 -0.97532 0.0262 0.0621 0.1745 -0.0082
C -0.91282 -2.70322 -1.41332 -0.2809 -0.1404 0.0197 -0.1069
O -1.22304 -2.57908 -2.59765 0.0397 0.0355 0.1322 -0.7673
O -1.18714 -1.86732 -0.46755 -0.9417 -1.6220 -0.8931 0.1172
H 2.57481 -2.18875 0.09126 0.0439 0.0597 -0.0414 0.1846
H 1.12787 -2.40070 0.80235 0.1683 -0.0428 0.0466 -0.4104
H 1.84771 -4.45780 -0.28673 0.0813 -0.1070 0.0226 0.5789
H 1.84585 -3.55595 -1.79029 0.0198 0.0772 -0.0472 0.3724
H -0.51696 -4.27771 -0.01773 0.0093 0.0156 -0.0289 -0.3482
H -0.24695 -4.71793 -1.71506 0.0556 -0.0445 0.0242 0.5257
C -3.18718 -3.66779 4.59733 0.1911 0.0413 -0.1368 -0.9334
N -2.79710 -4.39091 3.38568 -0.0619 0.0104 -0.0352 0.1161
C -1.56757 -5.13420 3.65800 -0.0009 0.2041 -0.0073 -1.0565
N -0.47540 -4.30385 4.16228 0.0533 -0.0037 0.0081 0.1348
C -0.93724 -3.59574 5.35623 -0.0758 0.0344 -0.2330 -0.9824
N -2.14176 -2.79697 5.13135 0.0171 0.0706 0.0207 0.1755
C -1.86398 -1.68395 4.21540 0.0019 -0.1605 -0.1069 -1.3290
P -1.30622 -2.18000 2.49239 0.0281 0.0136 0.5809 1.5723
C -2.62876 -3.47702 2.24934 0.0952 0.0082 0.0826 -0.9555
C -0.00108 -3.37071 3.13557 -0.2190 -0.0412 -0.0241 -1.3127
H -3.44409 -4.40045 5.36429 -0.0035 -0.0319 0.0197 0.2894
H -4.07040 -3.06476 4.37675 -0.0320 -0.0090 0.0224 0.3965
H -1.24351 -5.62961 2.74079 0.0025 -0.0266 -0.0068 0.4428
H -1.78852 -5.89545 4.40803 -0.0157 -0.0251 0.0282 0.2972
H -0.13892 -2.94204 5.71125 0.0060 -0.0058 0.0264 0.4417
H -1.15782 -4.33684 6.12656 -0.0036 -0.0219 0.0229 0.3021
H -1.07932 -1.05492 4.64549 -0.0184 0.0369 0.0312 0.4731
H -2.76304 -1.06651 4.12833 -0.0080 0.0296 0.0163 0.3924
H -2.39623 -4.05450 1.35159 -0.0066 0.0028 -0.0102 0.3494
H -3.58219 -2.97690 2.05871 -0.0178 -0.0250 -0.0067 0.2804
H 0.81492 -2.77245 3.54585 0.0751 0.0044 -0.0094 0.4263
H 0.39945 -3.95748 2.30322 0.0366 0.0187 -0.0135 0.4027
O -0.58803 1.57346 1.32022 -0.2066 -0.0155 0.1768 -0.7167
S -1.72078 1.65974 2.31326 0.2229 -0.1857 -0.2433 0.8485
C -2.80406 3.01789 1.75383 -0.1019 0.0767 0.0570 -0.1835
C -2.68789 4.17894 2.74014 0.0995 -0.0558 0.0036 -0.7972
C -1.27434 4.10685 3.31137 -0.0296 0.0781 0.0037 -0.5927
C -1.08664 2.64843 3.69103 0.0287 0.0182 0.0900 -0.4838
H -3.81577 2.62747 1.64812 0.0312 0.0203 -0.0423 0.5025
H -2.40787 3.25522 0.76631 -0.0233 -0.0495 0.0679 -0.4516
H -3.41268 4.05989 3.54980 -0.0047 0.0340 -0.0191 0.2875
H -2.88937 5.13082 2.24952 -0.0303 0.0100 -0.0100 0.4040
H -1.14140 4.76609 4.16961 0.0247 -0.0034 -0.0056 0.5023
H -0.53706 4.38580 2.55398 -0.0212 -0.0155 0.0126 0.2145
H -1.68057 2.37552 4.56889 0.0190 0.0319 -0.0288 0.4673
H -0.05305 2.35325 3.85103 0.0396 -0.0848 0.0016 -0.1493

# 2
10
Properties=species:S:1:pos:R:3:forces:R:3:nbo_charge:R:1 method="wB97M-V/def2-TZVPD" e_tot_ev=-7631.9736 gap_ev=7.89 spin_multiplicity=1 total_charge=+1 e_above_lowest_kcal_mol=99.9
C -1.48010 -0.03196 -0.63138 1.6533 0.6331 0.2013 0.2221
C -0.86652 -0.93369 0.08564 -0.8442 0.5798 -0.6197 0.1016
C 0.46366 -0.28549 0.31807 0.4734 -0.3274 0.4484 -0.6071
N -3.36021 -1.67153 -0.62349 -1.3229 -0.9747 -0.0922 0.1314
N -1.38108 -2.13501 0.43026 2.4101 -1.2279 1.6194 -0.2838
N -2.50765 -2.10202 -0.05198 -1.6570 0.9595 -1.0959 0.2806
H -1.70463 0.91569 -1.06598 -0.5788 0.2601 -0.2958 0.2796
H 1.24027 -1.00403 0.03655 -0.0704 0.0868 -0.0796 0.2996
H 0.52969 0.00955 1.36688 0.0055 -0.0395 -0.0522 0.2866
H 0.61433 0.60898 -0.30069 -0.0691 0.0501 -0.0337 0.2894

# 3
15
Properties=species:S:1:pos:R:3:forces:R:3:nbo_charge:R:1 method="wB97M-V/def2-TZVPD" e_tot_ev=-10313.8991 gap_ev=10.45 spin_multiplicity=1 e_above_lowest_kcal_mol=70.4
C 0.93115 -0.80529 0.87784 -1.1471 0.8944 -0.8209 0.5725
C -0.64521 -0.19911 -1.20282 -0.0587 -0.0455 0.3074 -0.4301
N 0.11266 0.32916 -0.07489 -0.1839 -0.4539 0.4940 -0.5735
C -0.43524 1.40841 0.63952 -0.2600 -0.2737 0.1949 0.2808
O 2.12874 -0.49367 0.36981 -0.0378 1.2907 -0.7987 -0.7824
O 0.50254 -2.08142 0.66531 -0.0111 0.0842 -0.0198 -0.6914
N -1.50687 2.04746 0.44651 0.0328 0.1196 -0.1079 -0.6447
H 1.53193 0.36566 -0.20904 1.3985 -1.5365 0.8026 0.5115
H 1.02761 -2.43924 -0.06579 0.0083 0.0710 0.0674 0.4883
H 0.70190 -0.52159 1.91126 0.0511 -0.0642 -0.0929 0.1414
H -2.04896 1.70904 -0.34777 0.0949 -0.0864 0.0024 0.3316
H 0.18754 1.69783 1.48479 0.0636 0.0141 0.0081 0.1682
H -0.86043 0.59431 -1.92093 0.0805 -0.0319 0.0492 0.2127
H -0.04073 -0.95924 -1.69348 -0.0432 0.0274 -0.0676 0.2124
H -1.58662 -0.65230 -0.88032 0.0122 -0.0092 -0.0180 0.2027

# 4
48
Properties=species:S:1:pos:R:3:forces:R:3:mulliken_spin:R:1 method="wB97M-V/def2-TZVPD" e_tot_ev=-189034.4436 gap_ev="8.62 / 6.81" spin_multiplicity=2 total_charge=-1
Cu -1.27798 0.55253 0.69764 0.4232 0.0453 -0.0394 0.1661
F -2.72841 0.03673 3.65263 0.0010 0.0282 0.0254 -0.0002
C -3.18156 1.26303 3.88074 0.0105 -0.0720 0.0012 -0.0008
F -4.36882 1.41241 3.30016 -0.0119 -0.0291 0.0335 0.0001
F -3.31685 1.43662 5.19586 -0.0345 -0.0058 0.0139 0.0000
S -2.02401 2.51825 3.19571 0.2741 0.1441 -0.1681 0.0022
O -1.98630 2.20884 1.77338 -0.1015 0.1312 0.2193 0.0064
O -2.57673 3.77935 3.57265 0.0415 -0.0446 -0.0637 -0.0005
N -0.66764 2.28430 3.95439 -0.1661 -0.2078 0.0764 -0.0003
S 0.36741 1.12707 3.68234 -0.2996 -0.1249 -0.1546 -0.0010
O 0.79751 0.49511 4.88846 -0.0157 0.0923 -0.0321 0.0002
O 0.06015 0.28402 2.54530 0.0601 0.0592 0.2444 0.0083
C 1.81570 2.10600 3.12920 0.1069 0.0026 -0.0177 0.0088
F 1.52588 2.81162 2.03676 0.0070 0.0180 -0.0103 0.0061
F 2.82331 1.27321 2.83912 -0.0093 0.0482 -0.0040 0.0030
F 2.22071 2.94265 4.08415 0.0306 0.0004 -0.0368 0.0001
F -2.93855 -0.52843 0.63074 -0.2556 0.0078 -0.0587 0.0077
B -3.14320 -1.97784 0.84647 0.2254 0.0471 0.0957 0.0101
F -1.90152 -2.46948 1.27633 -0.0453 0.0040 -0.0769 -0.0027
F -3.50972 -2.52318 -0.37315 0.0306 -0.0301 -0.0439 -0.0009
F -4.11877 -2.12241 1.80868 -0.0138 -0.0128 -0.0207 -0.0005
C 1.64008 -2.26319 1.14652 -0.0263 0.0408 0.1344 0.0103
Si 1.39554 -1.79051 -0.63101 0.0896 0.1676 0.0530 -0.0675
C 0.19628 -2.96684 -1.42289 -0.1025 -0.0888 -0.0565 0.0492
C 3.03101 -1.79730 -1.54543 0.1160 0.0248 -0.0999 0.0218
As 0.54981 0.41640 -0.72793 -0.3524 -0.3240 0.0533 0.7806
Si 0.48613 0.84993 -3.02434 0.0303 0.1812 0.0750 -0.0521
C 0.10844 -0.58467 -4.15412 -0.0437 -0.1621 -0.0269 0.0225
C -0.81453 2.15711 -3.30612 -0.0904 0.0926 -0.0052 0.0104
C 2.16372 1.53466 -3.48748 0.1382 0.0407 -0.0297 0.0211
H 2.13637 -3.23680 1.20258 -0.0110 0.0108 0.0139 0.0000
H 0.66703 -2.33858 1.63633 0.0134 -0.0040 0.0215 -0.0014
H 2.23472 -1.53201 1.69663 0.0132 -0.0206 -0.0125 0.0020
H 0.62241 -3.97490 -1.38491 -0.0274 0.0005 -0.0067 0.0031
H -0.01853 -2.72413 -2.46273 -0.0041 -0.0350 0.0149 -0.0069
H -0.74003 -2.97305 -0.86289 -0.0429 -0.0145 0.0006 -0.0168
H 3.54487 -2.75265 -1.40741 -0.0079 0.0026 -0.0167 0.0004
H 3.68760 -1.00322 -1.18209 0.0054 -0.0335 0.0047 0.0008
H 2.88123 -1.64488 -2.61736 0.0304 -0.0112 0.0044 -0.0029
H -0.87639 -1.01035 -3.95380 0.0079 0.0122 -0.0096 0.0036
H 0.84509 -1.38612 -4.08466 0.0152 0.0264 -0.0310 -0.0005
H 0.11498 -0.19965 -5.17852 -0.0151 -0.0539 -0.0181 -0.0001
H -1.81533 1.75057 -3.14429 0.0156 0.0107 -0.0051 0.0044
H -0.75381 2.52648 -4.33420 -0.0435 0.0162 0.0167 -0.0002
H -0.68715 3.00172 -2.62612 0.0135 -0.0044 -0.0243 0.0018
H 2.94910 0.78848 -3.34742 -0.0086 0.0152 -0.0200 -0.0014
H 2.41787 2.40285 -2.87597 -0.0111 0.0010 -0.0261 0.0029
H 2.16286 1.84026 -4.53795 0.0405 0.0073 0.0128 0.0028